1.
Density functional theory data (wB97M-V/def2-TZVPD) for C33H37ClO2Si2Zr as an isolated structure at a distorted geometry.

Values from the calculation:
2S+1: 1
Energy above the lowest of the compared OMol25 structures with the same formula, charge and spin (kcal per mole): 0.0
Total charge: +2
HOMO-LUMO gap (eV): 3.94
LUMO level (eV): -8.344

Atoms and positions in Å:
C: -0.853 1.717 5.685
H: -1.070 -4.398 -1.751
C: -0.468 -0.953 -4.650
H: -0.069 -0.801 4.175
H: -3.298 -1.431 -3.969
H: 2.096 -1.489 -1.603
H: -0.564 0.676 -8.198
C: -3.190 -4.781 -1.985
C: -0.566 1.024 -6.064
C: -3.267 -2.369 -3.407
O: -0.467 1.231 4.371
Si: -0.618 -0.109 -1.272
H: -0.620 -4.132 2.893
Si: -0.518 -1.776 -2.972
H: 2.255 -0.408 3.189
Zr: 0.742 2.321 2.886
H: 0.917 5.081 3.392
C: 2.676 2.330 -2.000
H: -0.570 1.086 -3.905
H: 0.547 2.547 -1.723
H: -3.159 -5.723 -1.436
C: 1.159 0.478 -1.569
C: 2.247 -0.407 -1.677
H: 1.504 5.140 5.095
C: -0.452 -1.172 -7.072
H: 0.209 3.333 6.664
H: -1.288 1.063 -0.691
C: 0.598 -1.673 0.860
C: -0.530 0.445 -4.791
Cl: -0.191 3.454 1.017
H: 3.099 3.334 1.078
H: 1.523 -3.015 2.271
H: -0.426 -1.803 -7.963
H: -1.938 1.601 5.791
C: -0.530 0.219 -7.207
C: -0.894 -0.091 4.031
C: 1.385 1.850 -1.767
H: -0.348 -2.845 -5.704
H: -0.339 1.117 6.445
C: -1.797 -1.877 0.611
H: 3.368 3.808 3.743
C: -0.615 -3.326 2.155
C: -0.585 -1.274 0.220
C: 3.759 1.447 -2.065
C: 3.000 2.888 3.291
C: -4.437 -3.113 -3.220
C: 2.485 1.270 1.713
C: -0.456 3.181 5.804
H: 0.660 -2.662 -2.867
H: 1.551 -1.218 0.591
C: 2.418 0.655 3.005
H: -1.743 -0.376 4.669
H: 4.767 1.826 -2.244
H: 2.383 0.766 0.756
C: -1.808 -2.905 1.555
H: -5.317 -4.898 -2.370
C: 0.584 -2.701 1.809
O: 0.255 3.547 4.595
C: 2.868 2.641 1.886
C: 2.755 1.650 3.986
H: 2.906 1.472 5.050
H: -2.731 -1.562 0.136
C: 3.541 0.077 -1.908
H: 4.375 -0.625 -1.966
C: -4.403 -4.317 -2.510
C: -2.018 -4.041 -2.163
H: -5.379 -2.749 -3.636
C: -2.055 -2.820 -2.857
C: -0.411 -1.758 -5.802
H: -1.203 -0.098 2.977
H: -2.750 -3.385 1.822
H: -0.202 5.563 4.714
H: 2.836 3.401 -2.134
C: 0.645 4.917 4.448
H: -0.623 2.109 -6.161
H: -1.347 3.817 5.900

***

2.
Density functional theory data (wB97M-V/def2-TZVPD) for an isolated molecule of C4H7NO.

Values from the calculation:
2S+1: 1
Energy above the lowest of the compared OMol25 structures with the same formula, charge and spin (kcal per mole): 42.8
HOMO-LUMO gap (eV): 10.43
LUMO level (eV): 0.742

Atoms and positions in Å:
C: -1.789 -0.098 -0.019
C: -0.316 -0.174 0.324
C: 0.515 1.074 0.042
H: -2.288 -1.071 -0.025
H: -1.961 0.409 -0.972
H: -0.195 -0.473 1.378
H: 2.212 -0.009 0.812
H: -2.255 0.509 0.767
H: 2.468 0.451 -0.910
N: 0.714 -0.855 -0.520
C: 1.724 0.175 -0.160
H: 0.959 -1.790 -0.211
O: 0.235 2.205 -0.234

***

3.
Density functional theory data (wB97M-V/def2-TZVPD) for a 16-piece molecular cluster, C36H74Br30INO3P2 overall at a distorted geometry.

Values from the calculation:
2S+1: 1
HOMO-LUMO gap (eV): 7.38
LUMO level (eV): -1.087

Atoms and positions in Å:
C: -2.659 -3.161 3.446
H: 6.855 1.888 9.975
Br: -6.635 3.435 -0.561
H: -9.865 2.900 4.202
Br: -6.059 6.364 -2.733
H: -8.685 4.807 -0.403
H: -7.801 3.849 5.103
H: -1.330 7.772 -9.680
H: 0.110 -0.349 -5.492
O: -2.718 1.247 2.951
H: -2.124 0.511 -4.995
C: -6.184 2.137 7.314
H: -8.653 1.600 4.066
Br: -5.609 3.264 8.797
H: 4.736 -3.469 -7.275
C: 7.290 -5.641 10.260
H: 4.073 -0.041 5.767
Br: 4.274 1.918 7.966
C: 5.074 3.457 -9.364
C: 3.448 4.263 2.280
Br: 0.386 -2.149 -3.822
H: -4.802 -4.545 0.635
Br: -2.088 -2.267 -10.415
H: -1.388 0.173 -3.407
O: -1.756 -3.807 4.455
H: 3.535 -1.340 -7.274
H: 2.852 3.158 -6.351
H: -4.253 -2.706 0.904
H: 3.989 3.581 -9.403
Br: -9.297 2.510 1.829
H: 8.185 0.252 11.530
H: 3.267 3.444 1.577
H: 2.650 0.100 8.519
H: 2.495 3.555 4.079
H: 6.532 -5.913 12.295
H: 3.933 4.560 4.393
H: -7.978 4.570 3.482
C: 3.075 -2.304 2.628
H: 3.077 -1.378 6.398
C: -2.842 -3.960 -0.374
H: -0.326 -3.436 1.169
H: -0.800 -2.249 -12.556
C: 2.957 -2.260 -7.147
C: -1.716 -0.273 -4.349
C: 3.257 -0.805 2.559
Br: 1.043 1.953 -8.348
C: -7.684 5.068 -0.759
H: 3.772 -3.475 -8.775
H: 5.318 1.945 -7.848
H: -4.519 -1.148 -0.636
C: -5.359 -3.051 -1.079
C: 5.505 2.079 -8.917
C: -0.900 -2.433 0.874
H: 0.089 8.382 -8.789
H: 2.674 -2.364 -6.096
H: -7.247 5.812 -0.088
C: 3.721 -3.448 -7.683
I: -5.547 -0.557 2.671
C: -7.845 3.633 4.032
H: 5.500 4.225 -8.711
Br: 4.545 2.183 3.920
C: -1.840 -2.657 -0.450
Br: 1.913 0.017 1.409
C: 8.371 0.386 10.461
H: 4.216 -0.554 2.097
H: -6.428 0.041 6.877
H: -6.480 -3.428 -0.925
H: 0.539 -0.041 -12.115
H: 9.422 0.171 10.250
C: 3.540 0.113 7.884
H: 8.366 2.532 10.667
C: -0.985 -6.646 2.121
C: -7.732 5.515 -2.202
Br: 5.560 -4.956 9.677
Br: -1.360 6.936 -7.355
H: -2.962 -4.408 -1.474
Br: 2.911 -5.127 -7.108
H: -0.040 -1.650 0.608
C: -5.905 0.679 7.595
P: -3.232 -0.110 1.926
H: -8.498 6.284 -2.341
H: -2.355 -4.828 0.260
H: 0.497 -8.240 2.356
H: -1.092 -2.876 -1.354
H: 3.188 -0.314 3.533
Br: 1.589 -2.781 3.797
Br: -0.299 -6.234 0.342
H: -0.828 -1.169 3.271
C: 3.266 -0.302 6.457
Br: 5.120 5.112 1.748
Br: 1.993 6.129 -8.672
H: -0.741 -8.158 3.637
H: 0.398 3.871 -6.929
C: 3.496 3.816 3.722
H: -0.560 -5.879 2.774
C: 7.426 -5.576 11.763
Br: -1.765 0.530 -12.803
C: -0.506 7.492 -9.017
H: -7.259 2.313 7.223
Br: 7.318 -1.001 9.585
C: -0.554 -8.024 2.567
Br: -1.608 -9.411 1.692
H: 6.556 1.863 -9.128
H: 2.877 -2.763 1.655
H: 0.276 -2.265 -11.135
C: 0.706 2.858 -6.654
Br: 4.452 0.692 -9.793
N: -5.441 -1.515 -0.969
H: -2.388 -1.648 -0.752
H: -0.135 2.344 -6.179
H: 2.682 5.032 2.140
Br: 7.793 -3.756 12.361
H: 0.587 6.604 -10.649
H: -5.695 -1.096 -1.897
C: 7.940 1.764 10.014
Br: 5.761 3.869 -11.142
Br: -6.076 2.952 3.578
H: 8.286 -6.163 12.098
H: -0.212 5.403 -9.601
H: 7.316 -6.678 9.915
H: 3.953 -2.778 3.077
O: -3.923 -3.581 3.353
C: 1.949 2.894 -5.795
C: -8.917 2.609 3.739
C: -0.420 -0.292 -11.653
H: -7.913 4.697 -2.904
H: -6.173 0.373 8.609
C: 0.304 6.367 -9.619
Br: 2.279 1.162 -4.960
H: 8.056 -5.067 9.729
H: -5.682 2.510 6.416
Br: -4.014 0.263 7.356
Br: 8.627 2.177 8.236
Br: 1.641 0.534 5.779
P: -1.870 -1.741 2.407
H: -2.838 0.904 3.906
C: -0.602 -1.790 -11.583
H: -5.043 -3.418 -2.145
Br: 1.312 -1.967 -8.153
C: -0.625 -1.036 -5.063
H: -2.071 -6.522 2.081
Br: -3.233 -1.428 -3.938
C: -4.374 -3.571 0.125
H: 1.822 3.591 -4.962
H: -0.489 0.200 -10.679
H: -1.001 -1.696 -5.851
H: 4.308 -0.526 8.331

***

4.
Density functional theory data (wB97M-V/def2-TZVPD) for C3H2CuFO2 as an isolated structure at a distorted geometry.

Values from the calculation:
2S+1: 3
<S²>: 2.014
Energy above the lowest of the compared OMol25 structures with the same formula, charge and spin (kcal per mole): 67.6
HOMO-LUMO gap (alpha / beta) (eV): 6.81 / 6.17
LUMO level (alpha / beta) (eV): -0.663 / -2.538

Atoms and positions in Å:
H: 1.881 -0.721 -0.607
C: -0.022 -0.495 0.190
Cu: -0.453 1.439 -2.552
O: 0.824 0.756 -1.600
H: -1.981 0.865 -2.479
F: -1.096 0.243 0.459
O: 0.167 -1.551 1.082
C: 0.958 -0.129 -0.659
C: -0.554 -2.583 1.158

***

5.
Density functional theory data (wB97M-V/def2-TZVPD) for a 3-piece molecular cluster, C3H14N2O2S overall at a distorted geometry.

Values from the calculation:
2S+1: 1
Energy above the lowest of the compared OMol25 structures with the same formula, charge and spin (kcal per mole): 24.9
HOMO-LUMO gap (eV): 9.66
LUMO level (eV): 0.571

Atoms and positions in Å:
H: 0.896 1.450 -1.586
H: -2.680 0.248 -1.865
H: 0.551 2.299 -0.345
H: -1.495 0.768 -0.924
N: 0.377 1.400 -0.738
C: 0.744 0.274 0.333
H: -0.162 0.107 0.922
H: 1.582 0.401 2.139
S: 1.135 2.635 1.994
H: -3.162 -1.895 0.775
H: 1.596 -1.694 0.396
O: -2.025 0.006 -1.197
C: 1.240 -0.998 -0.398
H: -0.422 -1.111 -1.684
H: 2.019 -1.046 -1.206
C: 1.692 1.068 1.280
H: -0.439 -2.193 -0.545
H: -0.174 2.213 2.080
N: 0.172 -1.728 -1.189
H: 2.765 1.166 1.153
O: -2.243 -2.046 0.601
H: -1.965 -1.323 0.003